[1]
Computed, not measured: a cluster of 2 separate species, C3H9N3O2 in total at a distorted geometry, with ωB97M-V with the def2-TZVPD basis set.

Each line ends with the Löwdin charge.
Element x y z (Å)
N: -2.73518 -1.91579 0.50490  0.0080
C: -1.35608 -2.02956 0.04266  -0.1772
C: -0.91614 -1.19910 -0.94624  -0.1883
N: 0.45088 -1.12508 -1.42013  0.0000
H: -2.88607 -2.32568 1.43183  0.0763
H: -2.96440 -0.96508 0.54586  0.0398
H: -0.75961 -2.88839 0.43145  0.1166
H: -1.50899 -0.33908 -1.39203  0.1343
H: 0.50685 -0.68416 -2.33793  0.1065
H: 0.80528 -2.05234 -1.50847  0.0855
N: 0.98524 2.30365 1.56799  0.0917
C: 1.14354 1.65368 0.31785  -0.6306
O: 0.82439 2.12019 -0.77627  0.0559
O: 1.59178 0.39819 0.50903  0.0137
H: 0.25015 1.84293 2.11284  0.0905
H: 1.85428 2.06120 2.09319  0.0998
H: 1.23874 -0.18609 -0.29377  0.0776

Force components x, y, z for each atom (eV/Å):
N 1.75 -1.83 0.17
C -0.62 0.72 -1.10
C -0.40 0.59 0.53
N -0.75 0.08 0.07
H 0.26 0.19 -0.61
H -0.62 1.48 0.07
H -0.49 0.93 -0.34
H 0.36 -1.35 0.98
H -0.11 -0.08 0.34
H 0.61 -0.67 -0.07
N 1.18 0.51 0.88
C -1.18 -0.52 -1.56
O 0.64 -0.84 2.16
O -0.67 -0.41 -1.51
H 0.14 0.12 -0.46
H -0.90 0.35 -0.33
H 0.81 0.73 0.80

Calculated values
molecular weight: 119.1 g mol⁻¹
frontier orbital gap: 9.01 eV
HOMO: -8.26 eV
charge: 0
lowest unoccupied orbital energy: 0.75 eV

=====

[2]
Computed, not measured: the ion C7H14NO with charge +1 at a distorted geometry, with ωB97M-V with the def2-TZVPD basis set.

Each line ends with the Löwdin charge.
Element x y z (Å)
C: 2.54645 1.23925 -1.03324  -0.0583
O: 2.10380 0.26834 -0.11714  -0.1226
C: 1.17002 -0.66812 -0.44613  -0.2768
C: 1.10647 -1.85890 0.45370  0.0047
N: -0.28130 0.01264 -0.15564  0.1728
C: -1.08742 0.94026 0.24987  -0.1253
C: -1.04107 2.16798 1.00941  0.0364
C: -1.74446 -0.23682 -0.35080  -0.1550
C: -2.40979 -1.44196 0.25730  -0.0134
H: 2.84378 0.85964 -2.00283  0.0913
H: 3.56576 1.50615 -0.54511  0.1435
H: 1.85051 2.04113 -1.16654  0.0785
H: 1.16467 -0.80648 -1.49698  0.1511
H: 0.90437 -1.53544 1.59873  0.1615
H: 2.09217 -2.40044 0.45151  0.1240
H: 0.32329 -2.41746 0.17031  0.0273
H: -0.06588 2.27723 1.51090  0.1135
H: -1.99675 2.32665 1.60455  0.1349
H: -1.09633 2.81740 0.09809  0.1307
H: -2.20714 0.00312 -1.33910  0.1556
H: -2.30870 -2.26203 -0.34830  0.0646
H: -3.44012 -1.23251 0.39328  0.0871
H: -1.99233 -1.59959 1.20415  0.0740

Force components x, y, z for each atom (eV/Å):
C 2.97 -0.02 0.75
O -0.53 -1.41 0.98
C -0.46 2.47 1.48
C 3.49 2.16 3.65
N -1.38 1.17 -0.90
C 1.88 -3.29 1.21
C -0.98 0.62 -0.80
C -0.94 0.30 -1.87
C 0.33 2.87 0.93
H -0.32 -0.54 -0.33
H -1.95 0.41 -0.97
H -0.29 0.68 0.20
H -0.33 -0.64 -1.10
H 0.60 -0.52 -2.74
H -1.12 0.36 -0.18
H -2.58 -2.47 -1.03
H -0.67 0.16 -0.04
H 1.49 -0.15 -0.61
H 0.08 0.63 0.93
H 0.89 -0.28 0.38
H 0.35 -2.01 -1.55
H -1.10 0.14 0.06
H 0.58 -0.64 1.53

Calculated values
molecular weight: 128.2 g mol⁻¹
frontier orbital gap: 11.06 eV
HOMO: -14.67 eV
charge: +1
lowest unoccupied orbital energy: -3.61 eV

=====

[3]
Computed, not measured: a cluster of 11 separate species, C43H69N7O26 in total at a distorted geometry, with ωB97M-V with the def2-TZVPD basis set.

Each line ends with the Löwdin charge.
Element x y z (Å)
O: 8.57918 -21.70165 -26.25811  0.1307
C: 8.22880 -22.39505 -25.33637  -0.3576
C: 6.76941 -22.61659 -25.06033  0.0919
C: 6.36883 -23.43030 -24.02558  -0.1509
O: 5.04652 -23.91906 -24.04558  0.0392
C: 7.28042 -24.03109 -22.99632  -0.2768
O: 6.94744 -24.82614 -22.09836  0.0827
C: 8.68799 -23.63935 -23.23473  0.0956
C: 9.09358 -22.88749 -24.31116  -0.2312
O: 10.38362 -22.48138 -24.41673  0.0856
H: 6.09420 -22.29817 -25.84079  0.1266
H: 4.86074 -24.68228 -23.49369  0.0288
H: 9.47025 -23.96165 -22.56348  0.1097
H: 10.41624 -21.61198 -24.82254  0.1136
O: 8.38362 -22.53543 -20.24017  0.1261
C: 7.64749 -23.04253 -19.43608  -0.3300
C: 6.19461 -23.07996 -19.56114  0.0549
C: 5.38373 -23.34831 -18.57610  -0.1779
O: 3.97573 -23.24358 -18.74508  0.0462
C: 5.87666 -23.87185 -17.27627  -0.3129
O: 5.19077 -24.12942 -16.26862  0.0677
C: 7.28683 -24.07137 -17.19371  0.0609
C: 8.08647 -23.67086 -18.20801  -0.1955
O: 9.40247 -24.04285 -18.19147  0.0736
H: 5.75308 -22.69213 -20.46725  0.1289
H: 3.50381 -23.69959 -18.04441  0.0401
H: 7.73416 -24.67528 -16.41809  0.1306
H: 10.00522 -23.52774 -18.73273  0.0354
O: 9.06317 -24.69375 -13.73164  0.0462
C: 10.14827 -24.96452 -14.34846  -0.1970
C: 10.96330 -23.79770 -14.89992  0.0588
C: 12.04395 -23.83189 -15.62921  -0.2597
O: 12.60818 -22.68951 -16.10359  0.1039
C: 12.73705 -25.16427 -15.73511  -0.2560
O: 13.88639 -25.17645 -16.25844  0.0745
C: 12.04858 -26.30750 -15.10665  0.0547
C: 10.84639 -26.30659 -14.58356  -0.1831
O: 10.35042 -27.50518 -14.05359  0.0579
H: 10.54878 -22.80324 -14.82493  0.1086
H: 13.33231 -23.03915 -16.62798  0.0756
H: 12.65427 -27.20124 -15.13435  0.1375
H: 9.50053 -27.36313 -13.63036  0.0345
O: 4.78099 -20.25528 -21.14138  0.0913
C: 5.23569 -19.55138 -20.24121  -0.2648
C: 4.58084 -19.55148 -18.83909  0.0907
C: 4.82792 -18.64835 -17.84111  -0.2226
O: 4.22995 -18.66830 -16.61676  0.0854
C: 5.82175 -17.53871 -18.04368  -0.3729
O: 5.97865 -16.64503 -17.26719  0.1507
C: 6.46263 -17.55422 -19.31622  0.0334
C: 6.22468 -18.38458 -20.39060  -0.1651
O: 6.83580 -18.25494 -21.64409  0.0644
H: 3.99046 -20.41992 -18.58674  0.1123
H: 4.59373 -17.93784 -16.11110  0.1039
H: 7.11101 -16.71157 -19.50584  0.1357
H: 6.41566 -18.76170 -22.34286  0.1054
C: 8.01135 -21.37927 -14.74828  0.0409
N: 7.28915 -20.56821 -15.74153  -0.4371
O: 6.46493 -21.12721 -16.46252  0.0559
O: 7.41058 -19.40685 -15.58116  0.1024
H: 9.08760 -21.20827 -14.72460  0.0922
H: 7.73163 -22.42270 -14.89359  0.0892
H: 7.54480 -21.01684 -13.83227  0.0885
C: 3.58086 -21.92847 -14.56609  0.0504
N: 4.33911 -20.92626 -13.68049  -0.3954
O: 5.37603 -21.32789 -13.24921  0.0696
O: 3.75421 -19.80844 -13.57283  0.0325
H: 3.72207 -22.90904 -14.11151  0.0887
H: 4.13751 -21.92497 -15.50323  0.0688
H: 2.57221 -21.56756 -14.76726  0.0951
C: 9.25169 -19.21187 -19.17998  0.0581
N: 10.15198 -19.98272 -18.21644  -0.3984
O: 9.63527 -20.67992 -17.38476  0.0822
O: 11.34145 -19.72588 -18.37440  0.0512
H: 9.52324 -18.16530 -19.31805  0.1035
H: 8.21898 -19.31370 -18.84645  0.0695
H: 9.27324 -19.70338 -20.15264  0.0959
C: 5.26435 -29.52986 -9.86725  -0.1134
O: 6.05231 -28.97034 -10.88068  -0.2110
C: 5.48029 -28.01402 -11.72666  -0.1964
C: 6.61495 -27.13258 -12.30053  -0.3920
C: 6.03495 -26.27057 -13.44851  -0.0545
N: 7.72911 -27.83493 -12.91636  0.0424
H: 5.69807 -30.39281 -9.36196  0.0922
H: 4.30026 -29.79268 -10.30265  0.0802
H: 4.92266 -28.80917 -9.12432  0.0823
H: 4.85824 -28.58035 -12.41979  0.1273
H: 4.88427 -27.40899 -11.04344  0.1245
H: 6.96011 -26.44593 -11.52756  0.1442
H: 5.49678 -26.96828 -14.09014  0.0701
H: 6.79107 -25.69608 -13.98364  0.0529
H: 5.34141 -25.58084 -12.96750  0.0779
H: 8.08924 -28.47177 -12.22006  0.0851
H: 7.35837 -28.49314 -13.58674  0.0962
C: 2.68421 -27.82911 -16.02604  -0.1103
O: 3.30197 -27.35383 -17.24070  -0.1765
C: 2.28482 -26.73499 -18.10008  -0.1517
C: 1.32544 -25.71861 -17.45210  -0.3850
C: 0.25395 -25.04937 -18.35485  -0.0392
N: 2.13633 -24.65392 -16.74034  0.0433
H: 1.71244 -28.30474 -16.15846  0.0845
H: 2.47085 -26.95345 -15.41300  0.0705
H: 3.21508 -28.57126 -15.42982  0.0828
H: 2.72587 -26.25452 -18.97342  0.0975
H: 1.76686 -27.57938 -18.55488  0.1195
H: 0.71559 -26.09184 -16.62936  0.1139
H: -0.61025 -25.69372 -18.51628  0.0785
H: 0.65457 -24.69505 -19.30462  0.0614
H: 0.02026 -24.11062 -17.85262  0.0752
H: 1.64285 -24.31322 -15.92762  0.0766
H: 2.93016 -25.08092 -16.28469  0.0380
C: 15.79880 -22.04830 -19.00095  -0.0489
O: 14.48481 -22.67301 -18.77906  -0.2113
C: 13.81421 -23.10805 -19.95638  -0.1883
C: 12.43817 -23.72271 -19.69918  -0.4495
C: 11.85232 -24.49362 -20.82260  -0.0601
N: 11.52064 -22.64675 -19.60785  0.0358
H: 16.48704 -22.72804 -19.50333  0.0869
H: 16.12948 -22.02393 -17.96260  0.0856
H: 15.67857 -21.02121 -19.34550  0.0891
H: 13.68026 -22.32042 -20.69786  0.1315
H: 14.49334 -23.85698 -20.36378  0.1238
H: 12.34353 -24.38148 -18.83595  0.1420
H: 10.79725 -24.62209 -20.58087  0.0828
H: 12.44017 -25.41067 -20.78328  0.0921
H: 12.05588 -24.01382 -21.77991  0.0915
H: 11.31027 -22.31474 -20.53823  0.0904
H: 12.00341 -21.87226 -19.17519  0.0656
C: 0.41452 -27.64195 -22.18310  -0.1126
O: 0.83139 -26.47370 -22.88069  -0.1719
C: 2.15760 -26.54911 -23.42799  -0.1862
C: 3.27201 -26.48279 -22.34811  -0.3951
C: 3.14075 -25.18707 -21.45288  -0.0207
N: 4.58815 -26.55905 -22.91928  0.0309
H: 0.73402 -28.58225 -22.63239  0.0875
H: -0.61084 -27.61367 -21.81441  0.0908
H: 0.97478 -27.78551 -21.25919  0.0552
H: 2.35543 -27.37834 -24.10721  0.1182
H: 2.15676 -25.72773 -24.14453  0.1263
H: 3.11303 -27.43749 -21.84676  0.1217
H: 4.01152 -25.06735 -20.80827  0.0649
H: 2.22169 -25.23976 -20.86922  0.0481
H: 2.99787 -24.24494 -21.98210  0.0895
H: 4.73312 -27.46095 -23.35016  0.0926
H: 5.29700 -26.52249 -22.20074  0.0707

Force components x, y, z for each atom (eV/Å):
O 0.87 0.09 -0.56
C -3.95 1.09 0.41
C 0.63 -1.47 1.03
C -3.10 -1.10 -1.47
O 2.10 2.49 -0.73
C 1.02 -1.06 0.58
O 0.26 1.90 -1.92
C 0.70 0.62 -1.27
C 1.56 -1.04 2.61
O 0.03 -0.70 0.75
H -0.20 -0.06 0.14
H 0.54 -0.98 0.67
H -0.19 0.01 0.32
H -0.10 0.09 -0.62
O 0.67 0.26 -0.63
C -2.00 0.35 0.19
C 0.19 1.34 -2.05
C -4.24 -0.84 1.17
O 3.05 0.40 -0.54
C -0.51 -0.39 2.62
O 0.04 0.47 -2.08
C 1.53 -0.06 -1.43
C 2.91 -1.75 1.44
O -1.56 -0.58 1.35
H 0.05 0.00 -0.25
H -0.40 -0.34 1.03
H -0.20 0.22 0.34
H 0.44 1.21 -0.96
O 3.84 -1.93 -2.21
C -1.62 2.51 0.86
C -2.90 0.00 1.03
C 1.27 -0.39 -0.15
O -0.52 -1.65 0.23
C 2.48 1.18 -1.07
O -3.11 -0.52 1.33
C 2.42 -0.06 -1.51
C -2.53 -1.37 2.39
O 1.55 2.12 -1.39
H -0.49 -0.10 0.45
H 0.99 0.35 -0.66
H -0.23 -0.30 0.01
H -1.26 0.27 0.44
O 1.70 1.16 1.04
C -2.31 0.78 1.51
C 1.11 0.08 0.25
C -0.27 -0.70 0.03
O 0.20 -0.71 -1.60
C -1.38 -1.44 -0.89
O 0.11 0.76 1.40
C 1.09 -0.36 -3.94
C 0.13 -0.46 -0.63
O -0.11 0.84 2.49
H -0.35 -0.03 -0.29
H 0.26 0.45 0.32
H 0.19 0.12 0.02
H -0.56 -0.55 0.27
C -0.27 -1.01 0.56
N -0.81 -2.40 0.57
O 0.58 0.53 -0.14
O 0.12 2.89 -0.80
H -0.31 0.22 -0.38
H 0.31 0.11 -0.03
H 0.37 -0.23 0.14
C 0.85 0.58 -0.03
N -3.94 1.02 -1.82
O 0.78 0.85 0.87
O 2.38 -2.35 0.45
H -0.36 0.16 -0.02
H 0.04 -0.03 0.02
H 0.16 -0.18 0.46
C -0.90 -0.87 -0.08
N 0.08 2.31 -1.48
O 0.37 -0.42 0.11
O -0.54 -0.90 0.61
H 0.40 -0.29 0.48
H 0.34 0.05 0.34
H 0.40 -0.17 0.08
C -1.59 0.56 -0.49
O 2.10 -1.13 0.78
C 0.51 0.06 1.40
C -0.92 0.81 -1.73
C -0.40 -0.23 1.26
N 0.43 -0.87 0.90
H 0.37 0.20 -0.42
H -0.21 -0.74 -0.18
H 0.59 0.45 0.38
H -0.15 0.50 -0.66
H -0.61 0.57 -0.53
H 0.28 -0.34 0.16
H -0.08 0.34 -0.42
H -0.04 -0.25 0.12
H -0.31 0.17 -0.44
H 0.40 -0.19 0.42
H -0.23 0.04 -0.58
C -0.58 0.68 -0.08
O -1.09 0.29 0.23
C -0.22 -0.61 0.16
C -0.12 0.94 1.45
C 1.39 0.17 -0.03
N 0.32 -0.27 -0.88
H -0.21 -0.05 -0.68
H 0.14 -0.10 0.44
H 0.91 0.30 -0.56
H 0.78 0.15 0.43
H -0.69 -0.01 0.16
H 0.03 -1.12 -0.23
H 0.03 0.17 0.06
H 0.09 -0.34 -0.23
H -0.58 -0.20 0.16
H -0.62 0.31 -0.19
H 0.60 -0.28 -0.33
C -1.68 -0.99 1.86
O -0.05 0.76 -0.36
C 1.33 -1.65 0.13
C 0.22 0.82 -0.18
C 1.64 -1.51 -0.36
N -1.21 1.98 1.56
H -0.18 0.30 -0.63
H 0.40 0.37 -0.09
H 0.24 -0.24 -0.54
H 0.07 0.29 -0.05
H -0.02 -0.28 -0.60
H 0.60 0.29 0.46
H 0.08 -0.32 -0.47
H -0.64 -0.64 -0.67
H -0.38 0.08 -0.13
H -0.25 0.00 -0.22
H -0.34 0.44 0.57
C 1.33 -0.22 1.13
O 0.15 -1.07 -0.07
C -0.01 1.17 -0.17
C -1.45 0.75 0.16
C -0.38 -1.19 -0.32
N 0.71 0.35 -0.76
H -0.74 -0.05 -1.04
H -0.14 0.20 -0.91
H 0.29 0.63 0.60
H -0.42 -0.85 0.33
H 0.40 0.53 0.36
H -0.27 0.28 1.17
H -0.09 -0.10 0.14
H 0.17 -0.25 0.25
H 0.34 -0.21 -0.64
H -0.07 -0.07 -0.40
H 0.06 0.28 0.27

Calculated values
molecular weight: 1100.0 g mol⁻¹
frontier orbital gap: 7.46 eV
HOMO: -9.23 eV
charge: 0
lowest unoccupied orbital energy: -1.77 eV

=====

[4]
Computed, not measured: a structure of composition C2H6ClNO at a distorted geometry, with ωB97M-V with the def2-TZVPD basis set.

Each line ends with the Löwdin charge.
Element x y z (Å)
C: -1.07874 0.61675 -0.26158  -0.0981
C: -0.15445 -0.14582 0.76594  -0.3353
N: 0.52159 -1.20085 0.09717  0.0037
O: 1.80498 -0.51820 -0.90596  -0.7105
Cl: 2.76978 0.60905 -0.17600  0.5968
H: -1.44599 1.61089 0.14444  0.0883
H: -0.46367 0.68367 -1.23897  0.1004
H: -1.90576 0.10741 -0.47156  -0.0041
H: 0.57137 0.73168 1.20533  0.1218
H: -0.65372 -0.80053 1.51814  0.1227
H: 0.03461 -1.69406 -0.67694  0.1144

Force components x, y, z for each atom (eV/Å):
C 3.81 2.58 0.94
C -0.23 2.21 -1.11
N 3.96 0.19 -0.88
O -2.12 -1.15 0.71
Cl -0.52 -0.34 0.29
H 0.80 -0.93 -0.71
H -0.97 0.45 1.67
H -3.48 -2.45 -0.87
H -1.39 -2.89 -0.60
H -0.07 1.25 0.16
H 0.21 1.07 0.39

Calculated values
molecular weight: 95.5 g mol⁻¹
frontier orbital gap: 9.33 eV
HOMO: -9.45 eV
charge: 0
lowest unoccupied orbital energy: -0.12 eV